[1]
This record from the OMol25 dataset describes a 4-piece molecular cluster, CH10O3S overall. The level of theory is ωB97M-V/def2-TZVPD.

Structure (XYZ):
```
15
Properties=species:S:1:pos:R:3:forces:R:3
C -1.608 0.140 -2.817 0.40 0.76 -0.77
S -1.000 0.683 -1.208 -0.12 0.51 0.10
H -0.805 0.278 -3.543 0.02 -0.33 0.02
H -2.367 0.856 -3.130 -0.28 -0.25 0.14
H -1.976 -0.876 -2.872 -0.11 -0.05 0.24
H -0.881 -0.496 -0.642 0.12 -0.66 0.25
O 0.052 -2.097 1.572 0.82 -1.18 -0.52
H -0.471 -1.350 1.784 -0.89 1.21 0.51
H -0.557 -2.823 1.403 0.08 0.14 0.03
O 0.837 1.470 2.485 -0.13 0.44 1.32
H 1.496 1.584 3.194 -0.51 -0.07 -0.40
H 1.353 1.161 1.756 0.65 -0.52 -0.99
O 2.292 -0.427 0.631 0.75 1.02 0.64
H 2.595 -0.400 -0.271 -0.13 -0.15 -0.43
H 1.589 -1.054 0.722 -0.67 -0.86 -0.13
```
Forces are in eV/Å.

Computed properties:
Relative energy (zero: lowest compared OMol25 entry of this formula, charge and spin): 6.4 kcal per mole
Lowest unoccupied orbital energy: 0.5 eV
HOMO-LUMO gap: 9.58 eV
SMILES: CS.O.O.O



[2]
This record from the OMol25 dataset describes a 4-piece molecular cluster, CH10O3S2 overall. The level of theory is ωB97M-V/def2-TZVPD.

Structure (XYZ):
```
16
Properties=species:S:1:pos:R:3:forces:R:3
C -0.957 0.444 1.820 -1.25 -0.82 -1.64
S -1.666 0.603 0.099 0.53 -1.33 0.05
S -1.319 -1.383 -0.537 -0.65 0.64 0.01
H -1.857 0.198 2.377 0.33 0.74 0.82
H -0.370 -0.467 1.807 0.54 0.35 0.02
H -0.409 1.363 1.954 0.00 0.05 0.74
H -2.537 -1.957 -0.347 0.33 0.33 0.03
O 0.131 2.128 -2.554 0.12 0.02 0.02
H -0.833 2.155 -2.587 0.15 -0.11 -0.01
H 0.418 1.694 -3.363 -0.17 0.04 -0.05
O 1.816 -0.248 -0.579 -0.01 0.39 -0.50
H 0.961 -0.521 -0.944 0.28 0.06 0.13
H 2.049 0.517 -1.134 -0.17 -0.32 0.36
O 4.008 -1.058 2.184 0.09 1.48 -0.19
H 3.968 -0.143 1.843 -0.44 -0.77 -0.81
H 4.361 -0.779 3.025 0.33 -0.75 1.01
```
Forces are in eV/Å.

Computed properties:
Relative energy (zero: lowest compared OMol25 entry of this formula, charge and spin): 20.4 kcal per mole
Lowest unoccupied orbital energy: 0.4 eV
HOMO-LUMO gap: 9.47 eV
SMILES: CSS.O.O.O



Here are the calculated max |F| numbers, same order: 1.58, 2.22 (eV/Å).